Entry i
The following is a DFT calculation (wB97M-V/def2-TZVPD) of a gas-phase ion, C6H11BNO2 (charge +1).

For the HOMO-LUMO gap (alpha / beta), the calculation gives 0.2974 / 0.2974 hartree. The structure (SMILES) is C/C(=C/C=C\C=[NH2+])B(O)O. The net charge is +1.

XYZ file:
```
21
Properties=species:S:1:pos:R:3:mulliken_charge:R:1
C -1.819 0.132 -1.902 -1.6816
C -0.780 -0.235 -1.000 0.7910
C 0.405 -0.602 -1.432 -0.7687
C 1.393 -1.153 -0.508 -0.0505
C 1.753 -1.035 0.805 -0.5924
C 1.788 0.160 1.558 -0.0358
N 1.777 1.360 1.091 -0.2073
B -1.288 0.112 0.464 0.6259
O -0.876 1.384 0.920 -0.5635
O -2.170 -0.790 1.007 -0.4585
H -1.457 0.576 -2.725 0.5433
H -2.467 0.876 -1.500 0.3799
H -2.349 -0.722 -2.336 0.3278
H 0.751 -0.869 -2.403 0.4665
H 1.769 -2.061 -0.961 0.3501
H 2.167 -1.952 1.156 0.3994
H 1.994 0.102 2.637 0.4188
H 1.333 1.494 0.185 0.2370
H 2.204 2.124 1.626 0.2770
H -1.337 1.605 1.697 0.2503
H -2.789 -0.507 1.621 0.2911
```


Entry ii
The following is a DFT calculation (wB97M-V/def2-TZVPD) of a gas-phase ion, C6H11BNO2 (charge +1).

For the HOMO-LUMO gap, the calculation gives 0.3494 hartree. The structure (SMILES) is CC1=CC=C[C@H](B(O)O)[NH2+]1. The net charge is +1.

XYZ file:
```
21
Properties=species:S:1:pos:R:3:mulliken_charge:R:1
C 1.901 -1.540 0.544 -1.2544
C 1.375 -0.228 0.137 0.2475
C 1.518 0.986 0.591 -0.0917
C 0.685 2.105 0.242 -0.4732
C -0.451 1.841 -0.383 -0.7075
C -0.829 0.543 -0.862 -0.0206
B -1.895 -0.387 0.020 0.5948
O -2.878 0.043 0.768 -0.5894
O -1.615 -1.696 -0.104 -0.6085
N 0.442 -0.313 -1.046 -0.2096
H 2.100 -1.425 1.525 0.3981
H 2.629 -2.148 0.076 0.3125
H 1.001 -2.196 0.455 0.3337
H 2.201 1.203 1.547 0.2865
H 0.964 3.018 0.555 0.5985
H -1.204 2.655 -0.515 0.3929
H -1.444 0.469 -1.847 0.3208
H -3.233 0.856 1.164 0.3530
H -2.289 -2.371 0.251 0.3511
H 0.221 -1.334 -1.131 0.3930
H 0.800 -0.081 -1.984 0.3724
```


Pick entry ii: it beats the second-best structure by 51.3 kJ/mol.


Entry i
The following is a DFT calculation (wB97M-V/def2-TZVPD) of a gas-phase ion, C5H12NS2 (charge +1).

For the HOMO-LUMO gap (alpha / beta), the calculation gives 0.3014 / 0.3014 hartree. The net charge is +1.

XYZ file:
```
20
Properties=species:S:1:pos:R:3:mulliken_charge:R:1
C 0.414 -0.091 -0.485 0.0889
C -1.824 -0.194 -0.401 0.4080
C 1.193 -1.297 -0.128 -1.1637
C -2.323 -1.531 -0.032 -0.9977
C 1.446 2.144 -0.726 -0.8555
N 0.751 1.173 0.154 0.0242
S -0.751 0.032 -1.806 -0.0871
S -2.299 1.278 0.407 -0.2729
H 0.602 -2.200 -0.271 0.3155
H 1.537 -1.266 0.905 0.4078
H 2.065 -1.395 -0.778 0.3025
H -3.062 -1.470 0.763 0.3872
H -1.522 -2.196 0.300 0.2508
H -2.778 -2.000 -0.905 0.2979
H 2.348 1.690 -1.131 0.3469
H 0.788 2.419 -1.548 0.3424
H 1.714 3.032 -0.162 0.3944
H -0.148 1.619 0.485 0.2237
H 1.338 0.985 0.974 0.3936
H -2.749 0.739 1.549 0.1930
```


Entry ii
The following is a DFT calculation (wB97M-V/def2-TZVPD) of a gas-phase ion, C5H12NS2 (charge +1).

For the HOMO-LUMO gap, the calculation gives 0.3051 hartree. The net charge is +1.

XYZ file:
```
20
Properties=species:S:1:pos:R:3:mulliken_charge:R:1
C 1.799 0.411 -0.745 -0.6043
C 1.921 1.008 0.727 -0.6484
C -0.529 -0.081 1.142 -0.2902
C 0.539 -1.644 -1.303 -0.8533
C -3.127 0.636 0.691 -0.9135
N 0.507 -0.215 -0.937 -0.1964
S 1.031 -0.155 1.895 0.0368
S -1.379 1.389 0.857 0.0892
H 1.976 1.242 -1.297 0.3578
H 2.560 -0.325 -0.674 0.3950
H 3.005 1.068 0.887 0.4462
H 1.350 1.949 0.798 0.3111
H -0.979 -0.955 1.323 0.5370
H 0.816 -2.221 -0.247 0.2499
H -0.485 -1.804 -1.507 0.3614
H 1.245 -2.117 -2.032 0.3172
H -3.575 1.240 -0.057 0.3737
H -3.595 0.562 1.664 0.3486
H -3.017 -0.310 0.405 0.3488
H -0.064 0.320 -1.588 0.3334
```


Entry iii
The following is a DFT calculation (wB97M-V/def2-TZVPD) of a gas-phase ion, C5H12NS2 (charge +1).

For the HOMO-LUMO gap, the calculation gives 0.3644 hartree. The structure (SMILES) is C[N@H+]1CCS[C@]1(C)S. The net charge is +1.

XYZ file:
```
20
Properties=species:S:1:pos:R:3:mulliken_charge:R:1
C -1.067 0.494 1.548 -0.8647
N -0.721 0.130 0.162 -0.0780
C -0.190 1.294 -0.593 -0.6518
C 0.373 0.837 -1.944 -0.6296
S 0.337 -0.990 -2.021 -0.0105
C 0.213 -1.040 0.011 0.1325
C 1.579 -0.837 0.587 -1.3084
S -0.551 -2.558 0.604 -0.0515
H -0.176 0.804 2.088 0.4039
H -1.773 1.322 1.529 0.3776
H -1.518 -0.352 2.063 0.3264
H -1.591 -0.171 -0.294 0.4106
H 0.584 1.761 0.019 0.3875
H -0.996 2.015 -0.733 0.4659
H -0.223 1.191 -2.782 0.4281
H 1.400 1.170 -2.090 0.3492
H 2.183 -1.720 0.382 0.3939
H 1.545 -0.711 1.669 0.3773
H 2.086 0.011 0.135 0.3493
H -1.493 -2.651 -0.338 0.1924
```


Pick entry iii: it beats the second-best structure by 182.4 kJ/mol.